No. 1
Here is a structure of composition C52H35Cl3CsN8O4P in a non-equilibrium geometry from the Open Molecules 2025 dataset. Energies are from wB97M-V/def2-TZVPD.

Last column: Löwdin charge in e.
CARTESIAN COORDINATES (ANGSTROEM)
Cs  0.1450  -21.5139  -8.6986  0.89
O  2.5608  -23.6796  -11.0690  0.00
C  3.6401  -24.1469  -10.3485  -0.25
C  4.9581  -24.1285  -10.6622  -0.04
C  5.9078  -24.5676  -9.7038  -0.09
C  5.5271  -25.0967  -8.4735  -0.08
C  4.1315  -25.1739  -8.1608  0.00
C  3.2137  -24.7107  -9.1300  -0.13
C  1.7798  -24.9504  -8.8514  -0.15
N  1.3043  -24.3441  -7.8276  -0.02
N  0.1061  -24.9427  -7.4240  0.03
C  -0.6552  -24.1649  -6.6646  -0.56
O  -0.6737  -22.9172  -6.4298  -0.28
C  -1.8425  -24.8935  -6.1103  -0.15
C  -2.1659  -26.2829  -6.2985  -0.03
C  -3.1639  -26.9505  -5.6134  -0.09
C  -3.9042  -26.2408  -4.6456  -0.11
C  -3.6836  -24.8772  -4.5049  -0.10
C  -2.6640  -24.2562  -5.1997  -0.08
H  5.3179  -23.6366  -11.5877  0.13
H  6.9827  -24.4791  -9.9755  0.12
H  6.2863  -25.3669  -7.7464  0.09
H  3.7431  -25.7436  -7.3264  0.11
H  1.2766  -25.7644  -9.3751  0.13
H  -1.6075  -26.7478  -7.0277  0.07
H  -3.4546  -27.9919  -5.8281  0.10
H  -4.6673  -26.7235  -4.1267  0.06
H  -4.3236  -24.3012  -3.7624  0.12
H  -2.3875  -23.2553  -4.9439  0.10
C  1.8666  -16.8332  -10.4665  -0.10
C  1.1709  -17.9066  -10.9963  -0.07
C  1.7703  -19.1693  -11.0704  -0.12
C  3.1419  -19.3308  -10.7618  -0.35
C  3.8251  -18.1662  -10.3821  -0.09
C  3.1975  -16.9244  -10.2194  -0.09
P  3.9130  -21.0037  -10.5358  1.13
C  5.6788  -20.8108  -10.4269  -0.38
C  6.3519  -21.3455  -9.3128  -0.11
C  7.6198  -20.9031  -8.9520  -0.06
C  8.2914  -19.9285  -9.7575  -0.06
C  7.6768  -19.4554  -10.8593  -0.13
C  6.4408  -19.9001  -11.2298  -0.11
C  3.5003  -21.7931  -12.1474  -0.27
C  3.6136  -21.0746  -13.3542  -0.04
C  3.1672  -21.6427  -14.5440  -0.08
C  2.5041  -22.8368  -14.5201  -0.10
C  2.3590  -23.5672  -13.3654  -0.02
C  2.8158  -22.9991  -12.1916  -0.35
H  1.3667  -15.9098  -10.3098  0.09
H  0.1536  -17.7586  -11.2376  0.07
H  1.1228  -19.9950  -11.3099  0.06
H  4.8572  -18.2722  -10.1059  0.09
H  3.8106  -16.0804  -9.8655  0.11
H  5.7926  -22.0889  -8.7003  0.10
H  8.0836  -21.1916  -7.9955  0.01
H  9.1995  -19.5149  -9.4102  0.09
H  8.0505  -18.6376  -11.4529  0.10
H  6.0110  -19.3878  -12.0875  0.10
H  4.0442  -20.0794  -13.3439  0.10
H  3.1444  -21.0991  -15.3997  0.07
H  2.0787  -23.2515  -15.4424  0.11
H  1.8325  -24.5205  -13.3665  0.13
O  -7.8585  -22.4521  -11.6385  0.06
N  -7.0540  -21.7680  -12.2428  -0.33
O  -7.3506  -21.0658  -13.1740  0.07
C  -5.6046  -21.9002  -12.0004  -0.15
C  -4.8108  -21.6370  -13.0175  -0.06
C  -3.3893  -21.7982  -12.8611  -0.15
C  -2.4970  -21.5781  -13.9330  -0.02
C  -1.1879  -21.7752  -13.7698  -0.04
C  -0.7301  -22.1420  -12.4785  -0.13
N  -1.5156  -22.3908  -11.4764  0.11
C  -2.8644  -22.1592  -11.5968  -0.15
C  -3.7621  -22.5124  -10.5596  -0.20
N  -3.1634  -22.8714  -9.4431  0.15
C  -3.9566  -23.3534  -8.4609  -0.07
C  -5.3122  -23.5089  -8.6067  -0.04
C  -5.9370  -23.0354  -9.7428  0.03
C  -5.1441  -22.4682  -10.7897  -0.06
H  -5.1817  -21.2342  -13.9441  0.12
H  -2.8887  -21.2320  -14.7953  0.08
H  -0.5600  -21.6850  -14.6619  0.11
H  0.3785  -22.4199  -12.4066  0.11
H  -3.4451  -23.6066  -7.5314  0.10
H  -5.8236  -23.9908  -7.8196  0.09
H  -7.0007  -23.1819  -9.9018  0.10
N  6.4776  -24.9409  -4.8789  0.16
C  5.9635  -24.0005  -5.2475  -0.21
C  5.3902  -22.7496  -5.6572  -0.22
C  6.2278  -21.6226  -5.9593  -0.04
C  5.5970  -20.4651  -6.2849  -0.18
N  4.2696  -20.3027  -6.3432  0.08
C  3.4664  -21.3633  -5.9709  -0.08
C  4.0135  -22.6589  -5.6993  -0.02
H  7.3272  -21.6543  -5.8847  0.02
H  6.1905  -19.5821  -6.3506  0.10
H  2.4072  -21.1668  -5.9683  0.09
H  3.3260  -23.4261  -5.3648  0.11
Cl  -4.5175  -19.0066  -12.1681  0.63
C  -3.2852  -17.9798  -11.4663  -1.15
Cl  9.4051  -20.2111  -6.0011  -0.59
Cl  -3.8715  -16.5392  -10.5801  0.42
C  -2.4216  -18.7696  -10.6647  -0.47
N  -1.5947  -19.3788  -10.0759  0.02

Computed properties:
Total energy, Eh: -4483.58390
LUMO energy, eV: 2.51
Net charge: -2
Max |F|, eV/A: 3.32
Orbital gap, eV: 5.375

***

No. 2
Here is a structure of composition C52H36InN14O3S in a non-equilibrium geometry from the Open Molecules 2025 dataset. Energies are from wB97M-V/def2-TZVPD.

Last column: Löwdin charge in e.
CARTESIAN COORDINATES (ANGSTROEM)
In  1.6885  -0.8615  -0.6138  0.97
C  7.1745  0.4081  3.1980  -0.08
C  6.3490  -0.2428  4.2119  -0.06
C  5.1005  -0.7300  3.8969  -0.05
C  4.6594  -0.6366  2.6119  -0.14
C  3.4355  -1.1116  1.9377  -0.24
N  2.5621  -1.9569  2.5381  0.18
C  1.5763  -2.5375  1.9405  -0.32
C  0.5534  -3.3289  2.6829  -0.13
C  0.4156  -3.4970  4.0407  0.00
C  -0.8323  -4.0353  4.4972  -0.06
C  -1.8032  -4.4587  3.5537  -0.10
C  -1.5683  -4.2734  2.1998  -0.02
C  -0.4077  -3.6263  1.7622  -0.09
C  0.0481  -3.2210  0.3317  -0.45
N  -0.9092  -2.5224  -0.4221  0.21
C  -0.6223  -1.9570  -1.5935  -0.31
N  0.6235  -1.8663  -2.1655  0.09
C  0.4729  -0.9503  -3.1332  -0.28
N  1.3616  -0.2150  -3.7961  0.20
C  2.6071  -0.0776  -3.3701  -0.31
N  3.0678  -0.2811  -2.1064  0.06
C  4.3376  0.3352  -1.8682  -0.27
N  4.9781  0.4072  -0.7489  0.19
C  4.6441  -0.0015  0.4665  -0.27
N  3.4384  -0.6819  0.6386  0.08
C  5.4168  0.0066  1.6645  -0.12
C  6.6975  0.5169  1.9354  -0.04
C  4.7471  0.7693  -3.1735  -0.07
C  5.9994  1.4549  -3.5039  -0.01
C  6.1218  1.8662  -4.7945  -0.09
C  5.0134  1.6520  -5.7509  -0.09
C  3.8386  1.1010  -5.3784  -0.04
C  3.6558  0.6132  -4.0511  -0.10
C  -1.0074  -0.6407  -3.3729  -0.07
C  -1.4065  0.3518  -4.3234  -0.03
C  -2.5908  0.9744  -4.2577  -0.04
C  -3.5743  0.6271  -3.2301  -0.21
C  -2.9755  -0.9182  -1.9281  -0.13
C  -1.6152  -1.2144  -2.3471  -0.07
N  1.2153  -2.4707  0.6784  0.06
H  8.1503  0.7968  3.5005  0.10
H  6.6998  -0.4472  5.1978  0.08
H  4.5081  -1.1634  4.6582  0.10
H  1.1904  -3.0684  4.6740  0.11
H  -1.1094  -4.0296  5.4844  0.06
H  -2.6479  -5.0400  3.9372  0.10
H  -2.2086  -4.5488  1.4080  0.10
H  7.2605  0.9992  1.0714  0.14
H  6.7526  1.7393  -2.8473  0.08
H  6.9624  2.4718  -5.0947  0.09
H  5.2019  1.9078  -6.8099  0.10
H  3.0127  0.9319  -6.0333  0.10
H  -0.5853  0.6916  -4.9719  0.12
H  -2.9064  1.7285  -5.0224  0.13
H  -4.4724  1.2565  -3.4293  0.15
H  -3.3924  -1.6341  -1.2065  0.16
C  2.1861  2.0723  3.9041  -0.06
C  0.6679  1.7609  3.7588  -0.23
C  -0.1863  2.8270  4.2044  -0.26
N  -0.6958  3.7901  4.5325  0.14
H  2.7047  1.2067  3.5463  0.04
H  2.4224  2.0484  5.0195  0.10
H  2.5410  2.9715  3.4226  0.08
H  0.4219  0.8286  4.2643  0.10
H  0.3716  1.4307  2.6982  0.13
O  1.0833  -5.2914  -2.4749  0.16
C  0.7137  -4.7345  -1.5340  -0.37
N  0.4908  -4.4541  -0.4028  0.25
N  -2.2235  -1.3408  3.3278  0.12
C  -3.5000  -1.7446  3.3375  -0.99
N  -4.1498  -1.6503  2.1750  0.11
S  -4.2508  -2.3281  4.7449  0.48
H  -1.7960  -0.8761  2.5757  0.05
H  -1.7907  -1.1851  4.2213  0.09
H  -3.6682  -1.5030  1.2936  0.08
H  -5.0507  -2.0609  2.0168  0.09
O  1.2288  1.9507  -1.7518  0.10
C  0.1588  1.5762  -1.3936  -0.55
N  -1.0727  1.9030  -1.9161  0.16
C  -2.1151  1.5248  -1.0431  -0.23
C  -1.3805  0.7524  -0.0077  -0.45
O  -2.0179  0.2923  0.9501  0.04
N  -0.0508  0.6820  -0.2816  0.15
C  -3.2112  0.6138  -1.7476  -0.20
C  -4.3997  0.6452  -0.7922  -0.03
C  -5.6054  0.1166  -0.9908  -0.08
C  -6.2088  -0.5563  -2.1506  -0.09
C  -5.4088  -1.1274  -3.0364  -0.03
C  -3.8942  -0.8734  -3.1458  -0.15
C  -2.7503  2.8945  -0.4943  -0.13
C  -3.7433  3.5284  -1.2427  -0.01
C  -4.4121  4.6012  -0.5921  -0.08
C  -4.1082  4.9912  0.6934  -0.10
C  -3.0986  4.3227  1.3931  -0.06
C  -2.3847  3.3642  0.7385  -0.04
H  -1.2129  2.4982  -2.7512  0.18
H  -4.1584  1.0711  0.1834  0.12
H  -6.2092  0.2370  -0.1138  0.09
H  -7.3218  -0.5603  -2.2324  0.11
H  -5.8427  -1.5270  -3.9002  0.08
H  -3.4875  -1.4307  -4.0187  0.16
H  -4.0354  3.1405  -2.2096  0.11
H  -5.2539  5.0679  -1.0084  0.08
H  -4.7465  5.7950  1.2008  0.13
H  -2.8655  4.5250  2.4388  0.10
H  -1.5864  2.8527  1.2179  0.10

Computed properties:
Total energy, Eh: -3583.92923
LUMO energy (spin up / spin down), eV: 0.76 / 0.82
Net charge: -1
Max |F|, eV/A: 3.98
Orbital gap (spin up / spin down), eV: 4.853 / 5.012

***

The records above yield energy relative to the best compared isomer or geometry (same formula, charge and spin) values of 0.000; 1.686 eV, respectively.